[1]
Below is a cluster of 2 separate species, C4H5N2 in total at a distorted geometry, with properties calculated with ωB97M-V/def2-TZVPD.

- E_HOMO (spin up / spin down) (eV) = -15.548 / -15.547
- gap between HOMO and LUMO (spin up / spin down) (eV) = 8.762 / 8.759
- energy relative to the best compared isomer or geometry (same formula, charge and spin) (kcal per mole) = 149.7
- total charge = +1

Last column: Löwdin charge in e.
CARTESIAN COORDINATES (ANGSTROEM)
1 C 0.9479 0.3838 2.1129  -0.09
2 C -0.6272 0.8472 -0.5248  -0.02
3 C 0.4970 -0.0223 -0.9596  -0.01
4 C 0.3918 -0.9025 0.1291  0.07
5 N 1.2363 0.8441 3.1270  0.04
6 N -0.8465 -0.5381 -0.4397  0.10
7 H 0.6776 -1.9386 0.3037  0.16
8 H -0.2551 1.3736 0.3945  0.12
9 H -1.4044 1.4295 -1.2362  0.21
10 H 0.8098 -0.2512 -2.0251  0.20
11 H -1.4272 -1.2256 -0.8817  0.21

=====

[2]
Below is a structure of composition C28H29N6OPt at a distorted geometry, with properties calculated with ωB97M-V/def2-TZVPD.

- E_HOMO (eV) = -11.613
- gap between HOMO and LUMO (eV) = 7.882
- energy relative to the best compared isomer or geometry (same formula, charge and spin) (kcal per mole) = 0.0
- total charge = +1

Last column: Löwdin charge in e.
CARTESIAN COORDINATES (ANGSTROEM)
1 Pt -0.0776 1.3497 -1.3977  1.19
2 C -3.5052 -2.1233 3.5739  -0.03
3 C -2.0096 -1.8038 3.7311  -0.56
4 C -1.7957 -0.9332 4.9790  -0.03
5 C -1.2465 -3.1170 3.9030  -0.06
6 C -1.5520 -1.0302 2.5054  -0.13
7 C -2.1672 0.1710 2.1528  0.02
8 C -1.7880 0.8359 1.0098  -0.08
9 N -0.8368 0.3690 0.1921  -0.09
10 C -0.1962 -0.7653 0.5285  -0.17
11 C -0.5291 -1.4678 1.6716  0.07
12 C 0.8454 -1.1871 -0.4303  -0.18
13 C 1.5782 -2.3478 -0.3039  0.07
14 C 2.5464 -2.6878 -1.2469  -0.12
15 C 2.6914 -1.8174 -2.3220  0.03
16 C 1.9166 -0.6799 -2.4131  -0.06
17 N 1.0298 -0.3443 -1.4692  -0.07
18 C 3.3967 -3.9435 -1.1427  -0.56
19 C 3.0138 -4.8028 0.0619  -0.06
20 C 3.2081 -4.7757 -2.4215  -0.03
21 C 4.8687 -3.5226 -1.0103  -0.03
22 H -3.8486 -2.6909 4.4392  0.09
23 H -3.6843 -2.7237 2.6799  0.10
24 H -4.1115 -1.2197 3.5038  0.08
25 H -2.1084 -1.4848 5.8661  0.09
26 H -2.3762 -0.0107 4.9354  0.08
27 H -0.7433 -0.6684 5.0965  0.10
28 H -1.6248 -3.6369 4.7825  0.09
29 H -0.1780 -2.9503 4.0559  0.09
30 H -1.3845 -3.7786 3.0450  0.09
31 H -2.9508 0.5971 2.7629  0.12
32 H -2.2579 1.7629 0.7209  0.10
33 H 0.0131 -2.3695 1.9080  0.11
34 H 1.3974 -2.9916 0.5421  0.10
35 H 3.4102 -2.0051 -3.1067  0.13
36 H 1.9933 -0.0055 -3.2538  0.10
37 H 1.9740 -5.1336 0.0097  0.09
38 H 3.1733 -4.2748 1.0047  0.09
39 H 3.6412 -5.6935 0.0771  0.09
40 H 2.1580 -5.0363 -2.5666  0.10
41 H 3.7820 -5.6993 -2.3421  0.09
42 H 3.5523 -4.2449 -3.3092  0.08
43 H 5.0275 -2.9376 -0.1025  0.10
44 H 5.1991 -2.9262 -1.8614  0.09
45 H 5.4973 -4.4121 -0.9562  0.10
46 O 0.6408 2.4393 -2.9196  -0.40
47 N 1.7891 2.0911 -3.4862  -0.03
48 C 2.6616 3.0312 -3.5113  -0.29
49 C 2.3842 4.3961 -3.1230  -0.15
50 N 2.1625 5.4791 -2.8145  0.18
51 C 3.9819 2.6759 -3.9699  -0.16
52 N 5.0338 2.3313 -4.2741  0.18
53 N -1.2099 2.9913 -1.2283  0.04
54 C -1.8910 3.9080 -1.1784  -0.04
55 C -2.7402 5.0607 -1.1283  -0.21
56 C -2.1763 6.3268 -1.2815  -0.01
57 C -2.9992 7.4363 -1.2111  -0.05
58 C -4.3619 7.2789 -0.9923  -0.05
59 C -4.9165 6.0128 -0.8466  -0.06
60 C -4.1083 4.8932 -0.9141  -0.02
61 H -1.1128 6.4295 -1.4526  0.13
62 H -2.5763 8.4248 -1.3248  0.12
63 H -4.9989 8.1515 -0.9351  0.12
64 H -5.9790 5.8999 -0.6811  0.11
65 H -4.5253 3.9003 -0.8101  0.12

=====

[3]
Below is a structure of composition C3H3Br4Cl at a distorted geometry, with properties calculated with ωB97M-V/def2-TZVPD.

- E_HOMO (spin up / spin down) (eV) = -5.655 / -10.191
- gap between HOMO and LUMO (spin up / spin down) (eV) = 5.942 / 6.077
- <S²> = 2.005
- multiplicity = 3

Last column: Löwdin charge in e.
CARTESIAN COORDINATES (ANGSTROEM)
1 C -1.2231 0.0351 0.4086  -0.68
2 C -0.0098 0.3558 -0.4462  -0.98
3 C 1.2107 -0.5913 -0.0494  -1.74
4 Cl 0.6212 -2.2387 -0.0625  0.61
5 Br -2.6788 1.2598 -0.3632  0.69
6 Br 0.5426 2.2436 -0.3811  0.63
7 Br 2.6743 -0.2959 -1.1595  0.69
8 Br 1.7464 -0.0803 1.7665  0.61
9 H -1.4812 -0.9443 0.2819  -0.02
10 H -1.3279 0.2340 1.5410  0.08
11 H -0.0744 0.0222 -1.5361  0.10

=====

[4]
Below is a cluster of 5 separate species, C41H97ClN7O5 in total at a distorted geometry, with properties calculated with ωB97M-V/def2-TZVPD.

- E_HOMO (eV) = -10.383
- gap between HOMO and LUMO (eV) = 7.024
- total charge = +1

Last column: Löwdin charge in e.
CARTESIAN COORDINATES (ANGSTROEM)
1 C -0.3255 5.3787 0.2535  -0.11
2 C 0.3791 3.9747 -0.0296  -0.24
3 C 0.4879 3.7731 -1.6148  -0.19
4 C -0.4142 2.5242 -1.9932  -0.23
5 C -1.1744 2.6776 -3.3637  -0.22
6 C -2.4039 3.6838 -3.2723  -0.20
7 C -3.6776 3.0839 -3.9891  -0.20
8 C -3.3956 2.6965 -5.5105  -0.19
9 C -4.0134 1.3033 -5.8939  -0.21
10 C -3.1473 0.0569 -5.4355  -0.21
11 C -1.7195 0.1683 -6.1270  -0.20
12 C -1.1582 -1.2948 -6.3848  -0.20
13 C -0.3773 -1.7844 -5.1029  -0.18
14 C -1.3209 -2.5412 -4.0447  -0.15
15 N -0.4645 -3.5293 -3.3261  0.06
16 C 0.0457 -3.0761 -2.0927  -0.21
17 N 1.1742 -2.1787 -2.1632  0.07
18 C 2.4538 -2.8834 -1.8958  -0.20
19 C 2.8618 -3.7055 -3.1872  -0.71
20 C 3.9557 -4.8068 -2.8222  -0.12
21 Cl 3.4929 -2.6546 -4.5309  0.58
22 N -0.4887 -3.4292 -0.9327  0.01
23 O 0.1418 -2.9261 0.1705  -0.08
24 C -0.6879 -1.9691 0.8675  -0.20
25 C -0.9520 -0.6275 0.1013  -0.06
26 C -1.6443 -4.3388 -0.8108  -0.23
27 C -1.6514 -5.1429 0.5757  -0.02
28 C -3.0491 -3.5566 -0.8683  -0.16
29 C -3.9486 -4.0012 -2.0903  -0.22
30 C -4.9108 -2.7864 -2.4689  -0.10
31 H -0.9780 5.2894 1.1578  0.07
32 H 0.4744 6.1344 0.4435  0.07
33 H -0.9293 5.6742 -0.6370  0.06
34 H -0.1812 3.1483 0.4732  0.08
35 H 1.4111 3.9946 0.4087  0.10
36 H 1.5556 3.5279 -1.8571  0.11
37 H 0.1485 4.6671 -2.1890  0.10
38 H -1.1761 2.2709 -1.2035  0.10
39 H 0.2636 1.6341 -2.0955  0.09
40 H -0.4862 2.9092 -4.2183  0.12
41 H -1.6270 1.6690 -3.5942  0.08
42 H -2.1448 4.7096 -3.6294  0.11
43 H -2.6435 3.7650 -2.1705  0.11
44 H -4.0798 2.2074 -3.4070  0.11
45 H -4.4703 3.8810 -3.9334  0.10
46 H -2.3140 2.8085 -5.7642  0.10
47 H -3.9401 3.4739 -6.1211  0.10
48 H -4.0628 1.2468 -7.0189  0.11
49 H -5.0549 1.1446 -5.5170  0.11
50 H -3.0294 -0.0100 -4.3169  0.09
51 H -3.5901 -0.9237 -5.7654  0.10
52 H -1.7171 0.7674 -7.0683  0.12
53 H -1.0355 0.6452 -5.3752  0.08
54 H -0.3887 -1.1913 -7.2048  0.11
55 H -1.9196 -2.0212 -6.7605  0.11
56 H 0.3509 -2.5729 -5.4524  0.10
57 H 0.2213 -0.9955 -4.5894  0.10
58 H -1.8219 -1.7931 -3.3835  0.11
59 H -2.0421 -3.1182 -4.6869  0.13
60 H -0.8582 -4.4654 -3.2823  0.12
61 H 1.0269 -1.3696 -1.5606  0.11
62 H 3.2348 -2.0789 -1.7999  0.14
63 H 2.4305 -3.5806 -1.0218  0.12
64 H 1.9931 -4.2774 -3.6081  0.09
65 H 3.5543 -5.3443 -1.9193  0.08
66 H 4.0631 -5.5074 -3.6924  0.09
67 H 4.8974 -4.2486 -2.6023  0.08
68 H -0.1251 -1.6971 1.8026  0.12
69 H -1.6681 -2.3839 1.2178  0.12
70 H -1.5893 0.0097 0.7719  0.10
71 H -1.5200 -0.7718 -0.8506  0.07
72 H 0.0031 -0.0506 -0.0416  0.08
73 H -1.7131 -5.1260 -1.5953  0.14
74 H -1.2797 -4.5347 1.4320  0.08
75 H -0.9689 -6.0229 0.4102  0.09
76 H -2.6825 -5.5028 0.8278  0.10
77 H -2.9152 -2.4447 -0.9033  0.09
78 H -3.6543 -3.7566 0.0603  0.12
79 H -4.5968 -4.8871 -1.8463  0.12
80 H -3.2817 -4.2768 -2.9534  0.08
81 H -4.9545 -2.0399 -1.6302  0.08
82 H -5.9651 -3.1405 -2.6346  0.08
83 H -4.5546 -2.2246 -3.3722  0.06
84 C 2.1351 -2.0113 4.8388  -0.05
85 C 1.9926 -2.6060 3.4400  -0.43
86 C 2.6859 -3.9718 3.2718  -0.20
87 O 4.0970 -3.9035 3.1564  -0.19
88 C 4.7800 -3.7511 4.3918  -0.09
89 N 2.4797 -1.6316 2.4534  0.05
90 H 3.1180 -1.5686 5.0078  0.06
91 H 1.4006 -1.2170 4.9887  0.08
92 H 1.9648 -2.7701 5.6059  0.08
93 H 0.9221 -2.7634 3.2656  0.11
94 H 2.3383 -4.4119 2.3303  0.11
95 H 2.3960 -4.6693 4.0669  0.12
96 H 4.2842 -4.2879 5.2051  0.09
97 H 4.8814 -2.6916 4.6365  0.06
98 H 5.7867 -4.1567 4.2731  0.09
99 H 2.2870 -1.9886 1.5190  0.05
100 H 3.4973 -1.6332 2.5068  0.08
101 C -8.4043 6.9890 -8.1582  -0.07
102 C -6.8905 7.1840 -8.1416  -0.43
103 C -6.1042 5.9078 -7.7854  -0.21
104 O -6.1278 5.5635 -6.4064  -0.21
105 C -7.3083 4.9016 -5.9856  -0.11
106 N -6.5632 8.2914 -7.2363  0.04
107 H -8.8346 6.9669 -7.1561  0.06
108 H -8.8843 7.8120 -8.6901  0.08
109 H -8.6751 6.0609 -8.6677  0.08
110 H -6.5926 7.4739 -9.1544  0.14
111 H -5.0507 6.0872 -8.0217  0.12
112 H -6.4203 5.0558 -8.4003  0.12
113 H -7.7072 4.2411 -6.7606  0.09
114 H -8.0631 5.6279 -5.6785  0.08
115 H -7.0602 4.2984 -5.1092  0.08
116 H -5.5682 8.4903 -7.3076  0.07
117 H -6.6731 7.9479 -6.2840  0.07
118 C 7.4242 2.2231 5.7674  -0.07
119 C 7.2736 0.7913 6.2741  -0.42
120 C 6.7135 -0.1846 5.2229  -0.20
121 O 5.3141 -0.0618 4.9924  -0.22
122 C 4.9539 1.0082 4.1333  -0.10
123 N 6.4529 0.7989 7.4898  0.04
124 H 6.4737 2.7572 5.7328  0.06
125 H 8.0811 2.7897 6.4294  0.08
126 H 7.8641 2.2414 4.7673  0.08
127 H 8.2748 0.4385 6.5412  0.14
128 H 6.8586 -1.2019 5.6000  0.12
129 H 7.2676 -0.1222 4.2783  0.12
130 H 5.6942 1.1711 3.3450  0.09
131 H 4.8043 1.9211 4.7127  0.08
132 H 3.9985 0.7580 3.6652  0.08
133 H 6.4429 -0.1398 7.8829  0.07
134 H 5.4874 0.9503 7.2018  0.07
135 C 2.9078 -0.7504 12.0407  -0.07
136 C 3.3211 -0.1080 10.7192  -0.43
137 C 2.6189 -0.7138 9.4879  -0.21
138 O 3.1166 -1.9833 9.0861  -0.20
139 C 2.6291 -3.0761 9.8458  -0.11
140 N 4.7812 -0.1724 10.5947  0.05
141 H 3.3871 -1.7164 12.2045  0.06
142 H 3.1939 -0.1099 12.8765  0.08
143 H 1.8252 -0.8931 12.0864  0.08
144 H 3.0306 0.9464 10.7696  0.14
145 H 2.8015 -0.0487 8.6377  0.12
146 H 1.5309 -0.7529 9.6246  0.12
147 H 1.5918 -2.9280 10.1586  0.09
148 H 3.2672 -3.2513 10.7138  0.08
149 H 2.6781 -3.9690 9.2186  0.08
150 H 5.0611 0.3492 9.7666  0.05
151 H 5.0231 -1.1354 10.3674  0.07

=====

[5]
Below is a cluster of 2 separate species, BrF2NS in total at a distorted geometry, with properties calculated with ωB97M-V/def2-TZVPD.

- E_HOMO (spin up / spin down) (eV) = -9.545 / -9.553
- gap between HOMO and LUMO (spin up / spin down) (eV) = 8.381 / 8.434
- energy relative to the best compared isomer or geometry (same formula, charge and spin) (kcal per mole) = 71.2

Last column: Löwdin charge in e.
CARTESIAN COORDINATES (ANGSTROEM)
1 N -0.6226 1.1215 -1.7273  -0.58
2 F 2.0649 -0.2343 1.4903  -0.45
3 F -0.3366 0.1022 1.2329  -0.48
4 S 0.7856 -1.0179 0.8640  0.90
5 Br -1.8912 0.0285 -1.8599  0.62

=====

[6]
Below is a cluster of 3 separate species, C23H18F16NO6P in total at a distorted geometry, with properties calculated with ωB97M-V/def2-TZVPD.

- E_HOMO (eV) = -10.033
- gap between HOMO and LUMO (eV) = 8.485
- SMILES = O=CCC1=C(c2ccncc2)C(=O)C([PH2]=O)=CC1=O.FC(F)C(F)(F)COC(F)(F)C(F)F.FC(F)C(F)(F)COC(F)(F)C(F)F

Last column: Löwdin charge in e.
CARTESIAN COORDINATES (ANGSTROEM)
1 O -0.1077 -2.2870 2.0214  0.05
2 C -1.2140 -1.8791 2.2839  -0.21
3 C -2.1724 -1.2830 1.2318  -0.07
4 C -1.7501 0.1519 1.0500  -0.08
5 C -2.5553 1.2194 1.1243  -0.05
6 C -4.0003 1.1437 1.3572  -0.17
7 C -4.8233 0.3282 0.5980  -0.02
8 C -6.1651 0.2915 0.8589  -0.14
9 N -6.8203 1.0018 1.7775  0.09
10 C -5.9960 1.7735 2.4842  -0.14
11 C -4.6382 1.8719 2.3427  0.00
12 C -1.8888 2.5613 0.9518  -0.31
13 O -2.3699 3.4676 0.3062  0.16
14 C -0.5302 2.6539 1.6011  -0.24
15 P 0.0311 4.1298 2.5108  0.72
16 O -0.5862 5.4003 2.0979  -0.41
17 C 0.2662 1.6001 1.4935  0.00
18 C -0.2849 0.4058 0.7742  -0.32
19 O 0.3594 -0.2784 0.0046  0.14
20 H -1.5082 -1.8977 3.3505  0.13
21 H -2.1582 -1.8640 0.3173  0.12
22 H -3.1530 -1.3249 1.6896  0.11
23 H -4.4133 -0.2824 -0.1892  0.12
24 H -6.7714 -0.3805 0.2633  0.11
25 H -6.4615 2.3823 3.2496  0.11
26 H -4.0756 2.5169 2.9988  0.12
27 H -0.2437 3.8720 3.8750  0.02
28 H 1.4381 4.1050 2.4129  0.02
29 H 1.2677 1.5656 1.8966  0.13
30 C 4.0792 3.1432 -1.7995  -0.03
31 C 2.9835 3.4163 -0.7510  -0.43
32 C 1.8683 4.4036 -1.1096  -0.28
33 F 2.3415 5.6252 -1.3978  0.11
34 F 1.0127 4.5575 -0.0599  0.05
35 F 3.5624 3.7609 0.4226  0.12
36 F 2.3666 2.2196 -0.5443  0.10
37 O 5.3249 3.8303 -1.7089  0.04
38 C 5.5185 5.0920 -2.2394  -0.54
39 C 5.7821 6.1516 -1.1616  -0.29
40 F 4.8072 6.1758 -0.2358  0.10
41 F 5.8384 7.3707 -1.7420  0.10
42 F 4.5116 5.4346 -3.0639  0.15
43 F 6.6322 5.0245 -2.9981  0.15
44 H 4.3612 2.1046 -1.6316  0.15
45 H 3.6798 3.1757 -2.8130  0.15
46 H 1.2926 4.0368 -1.9641  0.18
47 H 6.7308 5.9482 -0.6606  0.17
48 C -0.4583 -5.5591 -2.3830  -0.04
49 C 0.6283 -6.6200 -2.6465  -0.44
50 C 0.3095 -8.0839 -2.3223  -0.31
51 F 0.0049 -8.2762 -1.0270  0.10
52 F 1.3968 -8.8417 -2.5972  0.10
53 F 1.7740 -6.2416 -2.0433  0.14
54 F 0.8640 -6.5892 -3.9901  0.10
55 O -0.4133 -4.7932 -1.1811  0.05
56 C -0.9528 -5.2419 0.0092  -0.52
57 C 0.1028 -5.4939 1.0895  -0.28
58 F 1.0597 -6.3371 0.6588  0.10
59 F -0.4837 -6.0525 2.1753  0.10
60 F -1.7495 -6.3073 -0.2058  0.15
61 F -1.7487 -4.2422 0.4630  0.13
62 H -0.2971 -4.8086 -3.1556  0.15
63 H -1.4573 -5.9546 -2.5656  0.14
64 H -0.5212 -8.4388 -2.9390  0.17
65 H 0.5740 -4.5546 1.3846  0.16